C2H7N3O2 | ωB97M-V/def2-TZVPD

E_LUMO (alpha / beta)	-0.0103 / -0.0101	hartree
F_max	2.21	eV/Å
Kohn-Sham gap (alpha / beta)	7.0 / 7.0	eV
energy relative to the best compared isomer or geometry (same formula, charge and spin)	198.3	kcal/mol
DFT total energy	-10745.4751	eV

XYZ file:
```
14
Properties=species:S:1:pos:R:3:forces:R:3:lowdin_charge:R:1
C 0.781 -0.715 -0.371 0.43 -0.15 0.39 -0.0821
C -0.127 0.381 -0.282 -1.08 -1.45 1.27 -0.3168
N -1.379 -0.748 0.372 0.27 1.13 -0.48 -0.0348
N 1.395 1.731 -0.356 0.16 -0.01 0.03 -0.0649
N 0.409 1.279 0.664 -0.06 -0.41 -0.22 -0.1597
O -2.163 -1.266 -0.697 0.22 0.23 -0.02 -0.1202
O 1.499 -1.035 0.672 -0.56 0.65 -0.55 0.0868
H -2.876 -0.622 -0.788 0.03 -0.14 0.09 0.0869
H 1.324 -0.257 1.291 0.17 -0.11 -0.17 0.1365
H -1.044 -1.586 0.850 0.19 0.23 -0.16 0.0829
H 2.299 1.509 0.070 -0.11 0.08 0.04 -0.0133
H -0.237 2.020 0.916 0.10 -0.01 -0.08 0.1083
H 0.761 -1.436 -1.179 0.15 0.06 -0.05 0.1535
H -0.645 0.744 -1.161 0.09 -0.09 -0.07 0.1369
```
Positions in Å, forces in eV/Å.

***

C2H7N3O2 | ωB97M-V/def2-TZVPD

E_LUMO	0.0237	hartree
F_max	5.45	eV/Å
Kohn-Sham gap	9.4	eV
energy relative to the best compared isomer or geometry (same formula, charge and spin)	141.9	kcal/mol
DFT total energy	-10747.9221	eV

XYZ file:
```
14
Properties=species:S:1:pos:R:3:forces:R:3:lowdin_charge:R:1
N 1.601 -1.175 0.647 -2.41 -2.67 1.08 -0.0315
C 1.437 0.156 0.281 -1.03 2.96 -4.45 -0.2220
C 0.001 0.679 -0.772 1.06 -3.76 3.21 -0.0775
N -1.199 0.828 0.020 1.14 1.98 0.38 0.0286
N -1.972 -0.237 0.178 -2.46 0.90 0.28 -0.4422
O -1.567 -1.246 -0.367 -0.52 -0.96 0.65 0.0307
O -3.078 -0.077 0.755 1.97 -0.42 -0.69 0.0220
H 0.691 -1.726 0.789 1.55 1.59 0.12 0.1076
H 2.100 -1.824 0.060 0.50 0.74 -0.55 0.0679
H 2.301 0.547 -0.386 -1.19 -0.78 1.32 0.1186
H 1.239 0.903 1.033 0.36 -0.33 0.94 0.0693
H -0.284 -0.171 -1.370 0.79 0.15 -1.06 0.0847
H 0.197 1.577 -1.223 0.70 2.04 -1.27 0.0656
H -1.468 1.767 0.354 -0.48 -1.45 0.03 0.1781
```
Positions in Å, forces in eV/Å.

***

C2H7N3O2 | ωB97M-V/def2-TZVPD

E_LUMO	0.0011	hartree
F_max	1.64	eV/Å
Kohn-Sham gap	9.3	eV
energy relative to the best compared isomer or geometry (same formula, charge and spin)	47.5	kcal/mol
DFT total energy	-10752.0165	eV

XYZ file:
```
14
Properties=species:S:1:pos:R:3:forces:R:3:lowdin_charge:R:1
O -2.596 -0.529 0.116 0.20 -0.04 -0.25 -0.0985
C -2.435 -1.514 0.889 0.22 -0.08 0.19 -0.5201
O -1.341 -1.996 1.269 -0.01 0.06 -0.06 -0.0997
H -3.346 -2.000 1.277 -0.08 0.06 -0.04 0.1166
N -0.111 -0.316 -0.253 0.33 -0.96 1.17 0.2635
C 0.873 0.454 -0.390 0.13 1.37 -0.88 -0.4342
N 0.745 1.627 -1.198 -0.66 -0.32 -0.34 0.0941
N 2.097 0.277 0.272 -0.10 -0.71 1.00 0.1040
H -0.153 -1.110 0.480 0.15 0.24 -0.41 0.1187
H -1.185 -0.231 -0.430 -0.34 0.49 -0.26 0.0988
H 1.474 1.667 -1.899 0.13 -0.03 0.05 0.0835
H 0.798 2.479 -0.656 -0.09 -0.01 0.15 0.0880
H 2.908 0.080 -0.294 -0.11 -0.07 -0.31 0.0924
H 2.273 1.111 0.818 0.24 0.00 -0.01 0.0929
```
Positions in Å, forces in eV/Å.

***

C2H7N3O3 | ωB97M-V/def2-TZVPD

E_LUMO	0.0161	hartree
F_max	7.02	eV/Å
Kohn-Sham gap	9.1	eV
energy relative to the best compared isomer or geometry (same formula, charge and spin)	227.1	kcal/mol
DFT total energy	-12791.4574	eV

XYZ file:
```
15
Properties=species:S:1:pos:R:3:forces:R:3:lowdin_charge:R:1
C -1.626 -0.881 0.951 -1.68 0.88 -0.85 -0.1013
C 0.193 0.178 -0.393 -2.78 0.91 -2.13 -0.4146
H -2.547 -0.730 -0.108 2.89 -1.38 3.31 0.1757
H -2.024 -0.081 1.685 1.37 -0.74 -1.40 0.0804
H -1.395 -1.756 1.625 -2.19 0.03 -1.04 0.0874
H 0.948 -1.969 0.985 -0.64 -1.92 -1.84 0.1404
H 1.887 1.342 -1.198 -1.89 -2.22 1.42 0.1999
H 2.177 1.028 1.031 0.04 -3.63 -1.39 0.1996
H -0.631 2.562 -2.253 2.63 -3.39 1.73 0.1755
N -0.221 -0.828 0.551 -0.95 3.17 -1.19 -0.2390
N 1.465 0.515 -0.633 1.23 0.05 -1.74 -0.0776
N -0.703 0.820 -1.055 -0.12 1.27 -1.08 0.0776
O 0.256 -2.137 0.256 2.12 1.58 2.18 -0.0290
O 2.128 0.117 0.442 4.08 3.21 4.72 -0.0768
O 0.094 1.819 -1.886 -4.13 2.16 -0.72 -0.1982
```
Positions in Å, forces in eV/Å.

***

C2H7N3O3S | ωB97M-V/def2-TZVPD

E_LUMO	0.0090	hartree
F_max	3.83	eV/Å
Kohn-Sham gap	9.4	eV
energy relative to the best compared isomer or geometry (same formula, charge and spin)	74.7	kcal/mol
DFT total energy	-23631.9084	eV

XYZ file:
```
16
Properties=species:S:1:pos:R:3:forces:R:3:lowdin_charge:R:1
C -1.654 -1.584 0.120 0.96 2.79 0.37 -0.2839
C 2.434 -0.698 0.181 -1.44 1.75 1.29 -0.1801
N -2.180 1.933 -0.255 -0.22 -1.73 -2.40 0.0669
N -2.101 -0.289 -0.281 -2.14 -1.40 -2.85 -0.0362
N -1.774 0.878 0.253 -0.47 1.30 1.13 -0.1843
O -0.810 -1.751 0.967 -0.91 -0.49 -0.67 0.0238
O 0.598 0.677 -1.072 -0.15 0.20 -0.51 -0.4813
O 2.035 1.861 0.646 -0.53 -1.28 -3.41 -0.2818
S 1.028 0.518 0.306 2.09 0.12 0.49 0.8676
H -2.138 -2.292 -0.536 -0.15 -0.84 0.01 0.1219
H 2.135 -1.389 -0.532 -0.40 -1.34 -1.40 0.0227
H 3.299 -0.143 -0.057 0.93 0.50 -0.46 0.0357
H 2.509 -1.143 1.144 0.22 -0.50 0.80 0.0379
H 2.027 1.961 1.555 -0.14 0.55 3.18 -0.0063
H -2.617 1.682 -1.285 0.54 0.71 2.34 0.0989
H -2.790 -0.221 -1.153 1.80 -0.33 2.10 0.1785
```
Positions in Å, forces in eV/Å.

***

C2H7N3S | ωB97M-V/def2-TZVPD

E_LUMO	-0.0185	hartree
F_max	9.19	eV/Å
Kohn-Sham gap	8.0	eV
energy relative to the best compared isomer or geometry (same formula, charge and spin)	199.7	kcal/mol
DFT total energy	-17484.2529	eV

XYZ file:
```
13
Properties=species:S:1:pos:R:3:forces:R:3:lowdin_charge:R:1
C -2.045 -0.088 0.179 -2.18 1.07 0.02 -0.1833
C 1.324 0.354 0.131 -4.42 1.66 1.06 -1.0307
H -2.633 1.253 0.552 0.92 -4.71 -0.49 0.1609
H -1.535 -1.050 1.252 -1.42 3.45 -3.22 0.1686
H -2.909 -0.866 -0.570 2.88 2.83 2.40 0.1066
H -0.584 1.401 -0.031 -1.85 0.19 -1.11 0.0224
H 0.169 -0.827 -1.147 1.03 -1.10 -0.40 0.1003
H 2.846 -0.824 0.916 -1.55 1.41 -3.64 0.1716
H 2.379 -1.113 -1.318 -0.31 2.01 5.22 0.2910
N -0.958 0.652 -0.705 -0.97 0.25 4.19 -0.1573
N 0.155 -0.108 -0.468 2.59 -0.11 -0.74 -0.1547
N 2.297 -0.444 -0.009 6.24 -6.28 -2.44 -0.0434
S 1.494 1.660 1.217 -0.97 -0.68 -0.85 0.5482
```
Positions in Å, forces in eV/Å.

***

C2H7N3S | ωB97M-V/def2-TZVPD

E_LUMO	0.0272	hartree
F_max	5.16	eV/Å
Kohn-Sham gap	9.5	eV
energy relative to the best compared isomer or geometry (same formula, charge and spin)	67.6	kcal/mol
DFT total energy	-17489.9793	eV

XYZ file:
```
13
Properties=species:S:1:pos:R:3:forces:R:3:lowdin_charge:R:1
C 1.321 1.981 -0.705 -0.86 0.07 0.88 -0.0872
N 0.770 0.711 -0.206 0.35 1.22 -0.69 -0.3243
N 0.948 0.835 1.200 0.11 -4.96 1.39 0.0103
C -0.548 0.518 -0.626 -0.91 -0.15 0.84 -0.3704
N -1.420 -0.398 -0.405 2.33 -0.95 0.23 -0.3088
S -0.748 -1.889 0.258 0.72 0.79 -0.07 0.6503
H 2.392 2.097 -0.412 -0.84 -0.37 -1.00 0.1008
H 0.781 2.807 -0.203 0.22 -0.13 -0.01 0.0842
H 0.951 1.986 -1.703 1.05 0.54 -1.39 0.0631
H -0.024 0.767 1.632 1.61 -0.11 -0.34 0.1001
H 1.423 -0.188 1.305 -1.46 3.14 1.28 0.1131
H -0.934 1.374 -1.099 -0.72 1.09 -0.99 0.0973
H 0.651 -1.647 0.212 -1.61 -0.20 -0.13 -0.1286
```
Positions in Å, forces in eV/Å.

***

C2H7N4 | ωB97M-V/def2-TZVPD

E_LUMO	-0.1537	hartree
F_max	3.76	eV/Å
Kohn-Sham gap	10.0	eV
energy relative to the best compared isomer or geometry (same formula, charge and spin)	117.4	kcal/mol
DFT total energy	-8137.1558	eV
charge	+1

XYZ file:
```
13
Properties=species:S:1:pos:R:3:forces:R:3:lowdin_charge:R:1
N -1.502 0.066 0.261 1.49 0.05 1.19 0.2170
N -0.252 -0.580 -0.139 0.77 -0.21 -1.57 -0.0829
C 0.806 -0.600 0.862 -1.09 -2.36 2.72 -0.2134
N 1.749 0.417 0.558 1.50 -0.34 1.54 0.0435
N 1.620 0.777 -0.579 1.23 2.12 -1.62 0.0097
C 0.508 0.259 -1.242 -3.06 0.79 -1.08 -0.1303
H -2.141 -0.090 -0.506 -0.77 0.02 0.19 0.1840
H -1.402 1.018 0.534 0.42 2.27 -1.18 0.1555
H -1.828 -0.135 1.220 -0.32 -2.02 -0.56 0.1942
H 1.327 -1.635 0.822 -0.74 1.73 0.11 0.1707
H 0.445 -0.440 1.928 0.22 -0.40 -1.23 0.1452
H -0.155 1.185 -1.509 1.06 -1.67 0.12 0.1538
H 0.825 -0.243 -2.209 -0.72 0.02 1.38 0.1530
```
Positions in Å, forces in eV/Å.

***

C2H7N4O | ωB97M-V/def2-TZVPD

E_LUMO	-0.1820	hartree
F_max	6.09	eV/Å
Kohn-Sham gap	10.3	eV
energy relative to the best compared isomer or geometry (same formula, charge and spin)	79.6	kcal/mol
DFT total energy	-10185.8403	eV
charge	+1

XYZ file:
```
14
Properties=species:S:1:pos:R:3:forces:R:3:lowdin_charge:R:1
C -0.963 1.186 2.394 1.89 1.86 0.28 -0.3728
C 0.762 -0.677 -2.315 1.58 -0.05 3.72 0.0250
N -0.273 -0.571 -0.094 5.90 -1.18 0.92 -0.0392
N 0.876 -0.686 0.455 -1.76 0.07 -1.83 0.2292
N -0.354 -0.769 -1.357 -1.89 0.70 -1.49 0.0108
N -0.062 1.838 2.820 -0.03 -0.20 0.42 0.2541
O -1.631 0.587 1.669 -2.30 -1.48 -0.59 0.1329
H 1.631 -0.268 -1.659 -1.16 -1.09 -1.46 0.1268
H 0.895 -1.676 -2.666 0.72 -0.43 -0.48 0.0936
H 0.558 0.026 -3.053 -0.71 1.04 -1.38 0.0730
H -1.101 -0.325 0.392 -1.52 0.36 1.14 0.1104
H -1.303 -0.583 -1.633 -0.12 -0.09 -0.72 0.1727
H 0.883 -0.501 1.435 -0.65 0.27 1.00 0.0777
H 0.083 2.420 3.614 0.05 0.22 0.47 0.1059
```
Positions in Å, forces in eV/Å.